49
Properties=species:S:1:pos:R:3:forces:R:3:mulliken_charge:R:1 method="wB97M-V/def2-TZVPD" homo_lumo_gap_ev=10.250 total_charge=+2 multiplicity=1 relative_energy_kcal_mol=59.9
Pb -13.3802 7.3981 -11.5470 -1.0 -0.1 0.5 1.8275
O -11.2443 8.4337 -10.8463 -2.4 -1.7 0.6 -0.5779
O -15.6666 6.0391 -11.1183 -0.7 -1.2 0.4 -0.6331
O -12.2457 7.9859 -13.6664 0.0 -0.8 0.9 -0.6926
O -15.3708 8.3694 -12.7642 -0.6 0.7 -0.6 -0.5649
O -13.2261 6.3814 -9.3348 -0.2 1.7 -2.7 -0.4945
O -14.4784 8.8606 -9.6761 2.5 -4.4 -1.8 -0.3136
N -12.4142 6.0140 -7.3295 1.9 2.8 3.7 -0.4240
N -10.7606 9.4535 -14.5326 1.8 1.4 0.8 -0.3233
N -16.5821 6.9790 -9.2781 0.4 2.9 0.3 -0.2951
N -17.0784 7.1647 -13.5636 -2.9 -1.7 2.0 -0.3324
N -12.5262 8.7931 -15.7224 -1.0 0.3 -1.7 -0.3964
N -13.1319 4.3574 -8.4623 -1.5 -4.2 -1.1 -0.4008
N -15.8504 8.2666 -14.9578 1.4 2.0 -3.0 -0.4134
N -14.5066 10.4380 -8.1273 1.0 0.4 2.3 -0.4413
N -9.1034 8.6408 -11.5567 1.9 -1.8 -1.4 -0.3331
N -15.5537 10.7111 -10.0515 -1.5 1.5 -1.9 -0.3768
N -17.0674 5.0260 -9.5842 -2.5 -7.6 0.2 -0.3879
N -10.1763 10.3640 -10.9892 -1.9 4.8 0.7 -0.3581
C -11.8629 8.7072 -14.5726 0.2 0.2 -0.5 0.4897
C -12.9607 5.6296 -8.4356 0.0 -0.1 0.3 0.5323
C -14.7795 9.9487 -9.3142 -1.9 2.4 0.6 0.4591
C -16.3988 5.9462 -10.1051 2.8 5.3 -0.8 0.5679
C -16.1294 8.0303 -13.7237 2.0 -1.1 2.5 0.5967
C -10.2886 9.0908 -11.1500 2.9 -1.3 -0.2 0.3639
H -9.5155 10.9279 -11.5044 -0.2 0.0 0.3 0.2402
H -16.2324 7.8813 -9.5671 -0.1 -0.1 0.4 0.1036
H -12.1570 9.3971 -16.4428 -0.2 -0.3 -0.1 0.1558
H -13.0066 3.8056 -7.6257 0.1 -0.2 -0.6 0.1606
H -13.4841 3.9668 -9.3246 -0.2 -0.3 0.5 0.2255
H -11.0426 10.7890 -10.6911 0.3 0.5 0.0 0.2006
H -16.0043 11.5440 -9.7002 0.2 -0.1 -0.3 0.1829
H -17.1725 6.8314 -12.6148 -0.2 -0.1 -0.1 0.1695
H -13.1133 8.0282 -16.0230 0.1 0.1 0.2 0.3406
H -15.1036 11.1616 -7.7528 0.5 -0.1 0.3 0.1960
H -15.7885 10.3523 -10.9659 -0.2 0.2 0.1 0.1845
H -17.7588 6.8791 -14.2532 0.3 0.1 0.1 0.1946
H -10.4877 10.1445 -15.2167 -0.4 -0.4 -0.3 0.1999
H -8.8599 7.6796 -11.7486 -0.4 0.1 0.2 0.2128
H -12.6200 5.6005 -6.4313 0.3 0.0 -0.3 0.2014
H -17.2865 6.8511 -8.5656 0.4 1.0 -0.2 0.1815
H -16.9357 4.1004 -9.9665 -0.5 -0.2 0.3 0.2868
H -14.0004 9.8048 -7.5249 -0.3 0.4 0.3 0.2309
H -16.5369 8.0946 -15.6785 0.5 0.2 -0.1 0.1875
H -10.1905 9.5366 -13.7030 -0.4 -0.5 0.1 0.2440
H -15.0519 8.8765 -15.0601 -0.3 0.2 -0.7 0.2740
H -8.3420 9.3035 -11.5912 0.0 -0.5 0.1 0.1689
H -11.9914 6.9310 -7.3500 -0.3 -0.1 0.4 0.2271
H -17.5443 5.1641 -8.7047 0.1 -0.7 -0.5 0.1529